[1]
{"formula": "C34H42N4O3P2PbS", "method": "the ωB97M-V functional and the def2-TZVPD basis", "species": ["Pb", "C", "C", "C", "C", "C", "C", "C", "C", "C", "H", "H", "H", "H", "H", "H", "H", "H", "H", "H", "H", "H", "H", "H", "H", "P", "P", "N", "N", "N", "N", "C", "C", "C", "C", "C", "C", "C", "C", "C", "C", "C", "C", "C", "C", "C", "C", "C", "C", "H", "H", "H", "H", "H", "H", "H", "H", "H", "H", "H", "H", "H", "H", "H", "H", "H", "H", "H", "H", "C", "C", "C", "C", "C", "C", "C", "S", "O", "O", "O", "H", "H", "H", "H", "H", "H", "H"], "xyz": [[-0.1055, 1.3234, 1.2425], [-1.9786, 1.8169, -5.7378], [-2.0659, 0.5382, -5.3678], [-1.3268, -0.5957, -5.9791], [0.1448, -0.2636, -6.3624], [0.8918, 0.5761, -5.3361], [0.9470, 1.9072, -5.4058], [0.3104, 2.7091, -6.5260], [-1.1435, 2.3052, -6.8877], [1.5900, 1.0600, 2.8088], [-2.5900, 2.6116, -5.2880], [-2.7838, 0.1971, -4.6161], [-1.8512, -0.9577, -6.8874], [-1.3433, -1.4467, -5.2693], [0.6688, -1.2139, -6.5188], [0.1208, 0.2263, -7.3440], [1.4638, -0.0050, -4.5956], [1.5284, 2.4998, -4.6848], [0.8925, 2.6494, -7.4598], [0.3219, 3.7672, -6.2362], [-1.6350, 3.1873, -7.3035], [-1.1276, 1.5710, -7.6970], [1.0849, 1.5815, 3.6229], [2.5767, 1.5027, 2.6726], [1.6632, -0.0148, 3.0709], [1.6636, -0.5180, 0.0125], [-1.4789, -0.9485, -0.0068], [2.7018, 0.8005, -0.5196], [2.8920, -1.7267, 0.4533], [-2.3501, 0.3102, -0.9182], [-2.8540, -1.9448, 0.3602], [0.8948, -1.1271, -1.5501], [-0.4851, -1.7897, -1.3227], [2.6831, 2.1434, -0.1072], [3.6340, 2.8436, -0.8252], [4.2732, 1.9122, -1.7096], [3.6861, 0.6728, -1.5041], [3.7637, -1.6454, 1.5563], [4.4259, -2.8522, 1.7008], [3.9421, -3.7320, 0.6728], [2.9938, -3.0279, -0.0538], [-2.5972, 1.6169, -0.4323], [-2.8385, 2.4614, -1.5056], [-2.7979, 1.6643, -2.6779], [-2.4961, 0.3618, -2.2988], [-3.9661, -2.2646, -0.4381], [-4.8367, -3.0376, 0.3031], [-4.2574, -3.2112, 1.6128], [-3.0601, -2.5311, 1.6246], [1.5837, -1.8128, -2.0629], [0.7818, -0.2604, -2.2191], [-1.0699, -1.8318, -2.2541], [-0.3545, -2.8316, -0.9806], [2.0630, 2.4985, 0.7048], [3.8426, 3.8956, -0.7140], [5.0674, 2.1414, -2.3996], [3.8866, -0.2875, -1.9447], [3.8271, -0.7396, 2.1312], [5.1668, -3.1012, 2.4476], [4.2488, -4.7509, 0.4985], [2.3900, -3.3244, -0.8910], [-2.6654, 1.8180, 0.6292], [-3.0108, 3.5276, -1.5131], [-2.9283, 2.0273, -3.6719], [-2.3924, -0.5407, -2.8779], [-4.0303, -1.8971, -1.4459], [-5.7843, -3.4318, -0.0260], [-4.6849, -3.7680, 2.4352], [-2.3609, -2.3675, 2.4202], [0.6824, 0.9754, 9.8236], [0.1833, 0.5793, 8.4504], [0.1300, -0.7764, 8.0705], [-0.2720, -1.1470, 6.7874], [-0.5617, -0.1668, 5.8270], [-0.6447, 1.1679, 6.2285], [-0.2391, 1.5403, 7.5182], [-0.9001, -0.7169, 4.1398], [0.2725, -1.4852, 3.7343], [-2.1445, -1.4596, 4.2023], [-1.0588, 0.5609, 3.3574], [0.0675, 0.5680, 10.6357], [1.7030, 0.6191, 10.0090], [0.6849, 2.0641, 9.9239], [0.4118, -1.5362, 8.7976], [-0.3891, -2.1999, 6.5317], [-1.0541, 1.8977, 5.5308], [-0.2372, 2.5893, 7.8250]], "e_tot_ev": -82699.005, "relative_energy_kcal_mol": 0.0, "fmax_ev_per_a": 2.4, "homo_ha": -0.285, "e_lumo_ev": -0.787}

***

[2]
{"formula": "C30H76N4O10", "method": "the ωB97M-V functional and the def2-TZVPD basis", "species": ["C", "O", "C", "C", "N", "C", "C", "O", "C", "H", "H", "H", "H", "H", "H", "H", "H", "H", "H", "H", "H", "H", "H", "H", "C", "O", "C", "C", "N", "C", "C", "O", "C", "H", "H", "H", "H", "H", "H", "H", "H", "H", "H", "H", "H", "H", "H", "H", "C", "O", "C", "C", "N", "C", "C", "O", "C", "H", "H", "H", "H", "H", "H", "H", "H", "H", "H", "H", "H", "H", "H", "H", "C", "O", "C", "C", "N", "C", "C", "O", "C", "H", "H", "H", "H", "H", "H", "H", "H", "H", "H", "H", "H", "H", "H", "H", "C", "C", "C", "O", "H", "H", "H", "H", "H", "H", "H", "H", "C", "C", "C", "O", "H", "H", "H", "H", "H", "H", "H", "H"], "xyz": [[8.2764, -7.0061, 2.2388], [7.9890, -8.3119, 1.6301], [9.1264, -9.1666, 1.5916], [8.6425, -10.3074, 0.6616], [7.5637, -11.0029, 1.1737], [7.7772, -11.7184, 2.3734], [6.4403, -12.0213, 3.1833], [5.7260, -10.8402, 3.3970], [6.4248, -10.0243, 4.3234], [7.3542, -6.4330, 2.3348], [8.9308, -6.3675, 1.6455], [8.6625, -7.1650, 3.2456], [9.4312, -9.5026, 2.5827], [10.0116, -8.6219, 1.2633], [9.5188, -10.8575, 0.3187], [8.1352, -9.8265, -0.1748], [6.7342, -10.4282, 1.2146], [8.4785, -11.2279, 3.0484], [8.1173, -12.7083, 2.0694], [6.6776, -12.5079, 4.1293], [5.8082, -12.7082, 2.6204], [7.3778, -9.6926, 3.9112], [6.3865, -10.4147, 5.3404], [5.9321, -9.0734, 4.5265], [14.6007, -19.8867, 3.4681], [14.3451, -18.5560, 3.3051], [15.2444, -17.6869, 2.6106], [14.6082, -16.4489, 1.8768], [13.6397, -15.6276, 2.6072], [14.1512, -15.0811, 3.8555], [13.2464, -14.0279, 4.4977], [13.4350, -13.7486, 5.8150], [12.6715, -12.7334, 6.3213], [14.3823, -20.5993, 2.6728], [14.0319, -20.2155, 4.3379], [15.6632, -20.0495, 3.6488], [15.8037, -18.2998, 1.9037], [15.8057, -17.3658, 3.4880], [14.0805, -16.7455, 0.9704], [15.3531, -15.6757, 1.6888], [12.8420, -16.2025, 2.8379], [15.1519, -14.6493, 3.8419], [14.1996, -15.9731, 4.4799], [12.3284, -14.6083, 4.5901], [13.2253, -13.0878, 3.9463], [12.2794, -13.0464, 7.2889], [11.8347, -12.4690, 5.6748], [13.5030, -12.0300, 6.3671], [13.1493, -16.3378, 11.9995], [13.3746, -17.6606, 11.7028], [12.4721, -18.0800, 10.6164], [12.8959, -19.4526, 10.1057], [12.6128, -20.3572, 11.2434], [13.1762, -21.6585, 11.0579], [12.9819, -22.5393, 12.2629], [13.8031, -22.2575, 13.3444], [15.2032, -22.2991, 13.0595], [12.1121, -16.2273, 12.3159], [13.2801, -15.6393, 11.1729], [13.8468, -15.9362, 12.7345], [12.3163, -17.3128, 9.8579], [11.4459, -18.0784, 10.9838], [13.9631, -19.5910, 9.9325], [12.2295, -19.5693, 9.2510], [12.8801, -19.9331, 12.1202], [14.1766, -21.5300, 10.6447], [12.5532, -22.2161, 10.3586], [13.0096, -23.5897, 11.9731], [11.9366, -22.5828, 12.5691], [15.4439, -21.5448, 12.3104], [15.4185, -23.3298, 12.7775], [15.7487, -21.9610, 13.9406], [8.8005, -14.5344, 17.5505], [8.3275, -13.8527, 18.6474], [7.0012, -14.1348, 19.0775], [6.4814, -12.8236, 19.8008], [6.6594, -11.6908, 18.8929], [5.3770, -11.4594, 18.2281], [5.3878, -10.2846, 17.1907], [5.9807, -9.1700, 17.8457], [6.1297, -8.0064, 16.9481], [8.1841, -14.4645, 16.6543], [8.7486, -15.5406, 17.9666], [9.8115, -14.3603, 17.1824], [6.9834, -15.0324, 19.6956], [6.3762, -14.4766, 18.2525], [7.0090, -12.5946, 20.7267], [5.4227, -12.8021, 20.0589], [7.3306, -12.1048, 18.2618], [4.5688, -11.2006, 18.9123], [5.0323, -12.3371, 17.6815], [4.3491, -10.2896, 16.8602], [5.9768, -10.7462, 16.3983], [6.8106, -7.2153, 17.2623], [5.2842, -7.4408, 16.5564], [6.4907, -8.2775, 15.9560], [7.1766, -12.7280, 10.5208], [5.6824, -13.0593, 10.7749], [5.5219, -13.6198, 12.1984], [4.9592, -11.7793, 10.7364], [7.8433, -13.5704, 10.3367], [7.5720, -12.2868, 11.4358], [7.2357, -12.1630, 9.5906], [5.1983, -13.7096, 10.0462], [4.7299, -13.0638, 12.7001], [6.3923, -13.3949, 12.8148], [5.3234, -14.6903, 12.2507], [4.0898, -12.1017, 10.9851], [-1.1455, -11.4849, 10.1390], [-0.4044, -10.4715, 10.9973], [-1.3266, -9.5287, 11.9229], [0.3423, -11.2706, 11.8943], [-1.8263, -12.0331, 10.7903], [-0.4532, -12.1290, 9.5967], [-1.6613, -10.9060, 9.3729], [0.3550, -9.9369, 10.4267], [-1.8174, -8.8570, 11.2186], [-0.8300, -8.9102, 12.6704], [-2.0696, -10.0681, 12.5104], [-0.1822, -11.3775, 12.6912]], "e_tot_ev": -58766.076, "relative_energy_kcal_mol": 122.6, "smiles": "COCCNCCOC.COCCNCCOC.COCCNCCOC.COCCNCCOC.CC(C)O.CC(C)O", "fmax_ev_per_a": 3.8, "homo_ha": -0.308, "e_lumo_ev": 0.295}

***

[3]
{"formula": "C14H28Cl14", "method": "the ωB97M-V functional and the def2-TZVPD basis", "species": ["Cl", "C", "C", "Cl", "H", "H", "H", "H", "Cl", "C", "C", "Cl", "H", "H", "H", "H", "Cl", "C", "C", "Cl", "H", "H", "H", "H", "Cl", "C", "C", "Cl", "H", "H", "H", "H", "Cl", "C", "C", "Cl", "H", "H", "H", "H", "Cl", "C", "C", "Cl", "H", "H", "H", "H", "Cl", "C", "C", "Cl", "H", "H", "H", "H"], "xyz": [[-0.7163, 0.5289, -5.1529], [-2.2989, -0.3105, -4.8258], [-3.4079, 0.6857, -4.9609], [-3.4765, 1.2219, -6.6220], [-2.1779, -0.6245, -3.7891], [-2.3604, -1.1661, -5.4983], [-3.3878, 1.5891, -4.3514], [-4.3682, 0.2052, -4.7739], [0.8803, -3.4332, 0.7424], [2.4231, -3.4623, 1.5664], [2.1562, -3.4144, 3.0465], [1.4269, -1.8202, 3.4509], [2.9918, -2.6081, 1.1989], [2.9891, -4.3780, 1.3953], [3.0181, -3.5196, 3.7053], [1.5394, -4.2887, 3.2544], [-1.6543, 0.0854, -1.0336], [-0.6925, 0.1398, 0.4629], [-1.6398, -0.1509, 1.6301], [-2.7029, 1.3554, 1.8702], [-0.2103, 1.1148, 0.3914], [0.1073, -0.5692, 0.2489], [-0.9774, -0.3723, 2.4670], [-2.2576, -1.0205, 1.4060], [-2.8433, -3.4607, 2.0785], [-4.5410, -2.9794, 2.0735], [-5.3982, -4.2043, 1.9196], [-5.3985, -4.8390, 0.2681], [-4.7420, -2.1581, 1.3857], [-4.7876, -2.5616, 3.0496], [-6.4347, -4.0419, 2.2152], [-5.0444, -4.9918, 2.5849], [1.6060, 3.7429, -3.4704], [0.3254, 4.1481, -2.3454], [0.2074, 3.1771, -1.2110], [-0.9987, 3.8649, -0.0838], [-0.5253, 4.2286, -3.0221], [0.5595, 5.1309, -1.9364], [1.1018, 2.8939, -0.6561], [-0.1685, 2.2498, -1.6435], [4.1474, 1.9069, 2.8935], [2.4415, 1.8371, 3.5087], [1.6083, 2.8579, 2.7388], [-0.0385, 2.9608, 3.3692], [2.3773, 2.0413, 4.5775], [2.0951, 0.8287, 3.2823], [1.5662, 2.5801, 1.6856], [1.9911, 3.8780, 2.7686], [2.8619, 0.1036, -0.0893], [3.8066, 1.0017, -1.2721], [5.0724, 0.2386, -1.6794], [6.1057, 1.3466, -2.5756], [4.0800, 2.0102, -0.9620], [3.1640, 1.1673, -2.1368], [4.9266, -0.6409, -2.3066], [5.6731, -0.1051, -0.8374]], "e_tot_ev": -190287.176, "relative_energy_kcal_mol": 24.1, "smiles": "ClCCCl.ClCCCl.ClCCCl.ClCCCl.ClCCCl.ClCCCl.ClCCCl", "fmax_ev_per_a": 1.7, "homo_ha": -0.382, "e_lumo_ev": 0.401}

***

[4]
{"formula": "C19H22N3O7S2", "method": "the ωB97M-V functional and the def2-TZVPD basis", "species": ["O", "O", "O", "O", "O", "S", "O", "O", "S", "C", "C", "C", "C", "C", "C", "C", "C", "C", "C", "C", "C", "C", "N", "N", "N", "C", "C", "C", "C", "C", "C", "H", "H", "H", "H", "H", "H", "H", "H", "H", "H", "H", "H", "H", "H", "H", "H", "H", "H", "H", "H", "H", "H"], "xyz": [[1.0612, 1.9969, 1.0943], [2.9866, 0.8414, -2.5326], [2.6832, -1.3638, 3.3119], [5.9001, -0.3489, 0.4507], [2.8101, -3.4772, 2.6227], [-0.8928, -1.9014, 3.4317], [-6.3658, 2.3404, -3.2976], [-5.7530, -0.0049, -2.0746], [-2.1422, -0.0566, 1.4332], [0.1590, 1.2127, 1.3511], [3.4702, 0.1231, -1.6674], [2.7660, -2.2467, 2.4226], [4.9867, -0.3783, 1.2718], [-0.8046, -0.5717, 2.4415], [-1.1537, 1.2004, 0.6912], [-1.5134, 2.0588, -0.3455], [-4.3604, 3.3608, -2.4845], [-3.1707, 3.2848, -1.7480], [-3.6457, 0.9825, -1.2417], [-5.2040, 2.2546, -2.5791], [-4.8652, 1.0482, -1.9475], [-2.7963, 2.0964, -1.0993], [0.2973, 0.2460, 2.3166], [5.2356, -0.4365, 2.5851], [3.1198, 0.3179, -0.3963], [4.4168, -0.9802, -2.0915], [6.5658, -0.4747, 3.1818], [-6.6776, -2.1491, -1.4568], [-5.5014, -1.1944, -1.3080], [2.8341, -1.7562, 0.9735], [3.4968, -0.3668, 0.8567], [-6.8003, 1.4702, -3.2542], [-0.7665, 2.7979, -0.6270], [-4.6395, 4.2826, -2.9844], [-2.5332, 4.1621, -1.6814], [-3.3372, 0.0360, -0.8268], [1.2057, -0.0223, 2.7090], [4.4275, -0.5822, 3.1908], [2.4955, 1.1023, -0.2727], [4.2882, -1.8596, -1.4725], [5.4374, -0.6182, -1.9976], [4.2159, -1.2365, -3.1286], [7.0317, -1.4353, 2.9582], [7.1783, 0.3242, 2.7617], [6.4903, -0.3502, 4.2622], [-6.4939, -3.0632, -0.8846], [-6.8165, -2.4162, -2.5086], [-7.5944, -1.6813, -1.0855], [-4.5901, -1.6869, -1.6632], [-5.3732, -0.9488, -0.2481], [1.8161, -1.7001, 0.5847], [3.3885, -2.4838, 0.3830], [3.0275, 0.2518, 1.6194]], "e_tot_ev": -60537.019, "total_charge": -1, "fmax_ev_per_a": 2.8, "homo_ha": -0.194, "e_lumo_ev": 1.300}